[1]
# C11H15N

A 2-piece molecular cluster, C11H15N overall (ωB97M-V/def2-TZVPD, the Open Molecules 2025 dataset).

The geometry in XYZ format:
```
27
Properties=species:S:1:pos:R:3:nbo_charge:R:1
C -1.894 -1.867 -0.933 -0.63
C -0.447 -1.554 -1.007 -0.09
C 0.525 -2.495 -0.936 -0.03
N 1.753 -1.887 -0.796 -0.53
C 1.564 -0.524 -0.836 0.15
C 2.537 0.438 -0.562 -0.23
C 2.136 1.748 -0.643 -0.22
C 0.817 2.062 -1.014 -0.24
C -0.151 1.102 -1.172 -0.19
C 0.195 -0.251 -0.969 -0.10
H -2.416 -1.557 -0.022 0.22
H -2.080 -2.949 -0.953 0.22
H -2.480 -1.421 -1.744 0.21
H 0.421 -3.560 -0.844 0.21
H 2.652 -2.293 -0.980 0.41
H 3.466 0.094 -0.112 0.21
H 2.803 2.551 -0.370 0.21
H 0.594 3.117 -1.082 0.21
H -1.149 1.438 -1.415 0.22
C -1.693 0.634 1.735 -0.61
C -0.506 1.330 2.366 -0.61
H -2.217 -0.044 2.409 0.20
H -2.439 1.355 1.378 0.19
H -1.374 0.138 0.821 0.21
H 0.069 1.910 1.650 0.21
H 0.146 0.568 2.802 0.20
H -0.831 1.916 3.231 0.20
```

For the HOMO energy, the calculation gives -7.930 eV. The calculation puts the gap between HOMO and LUMO at 8.88 eV. As for the structure (SMILES): Cc1c[nH]c2ccccc12.CC. The value obtained for the maximum force is 1.264 eV/A. The value obtained for the molecular weight is 161.248 g mol⁻¹. The energy relative to the best compared isomer or geometry (same formula, charge and spin) comes out at 45.1 kJ/mol.

=====

[2]
# C11H15N

A 2-piece molecular cluster, C11H15N overall (ωB97M-V/def2-TZVPD, the Open Molecules 2025 dataset).

The geometry in XYZ format:
```
27
Properties=species:S:1:pos:R:3:nbo_charge:R:1
C -1.276 1.608 -1.075 -0.63
C -0.047 0.647 -0.786 -0.08
C -0.263 -0.548 -0.101 -0.03
N 0.964 -0.968 0.392 -0.53
C 1.981 -0.157 -0.309 0.14
C 3.397 -0.232 -0.300 -0.22
C 4.057 0.713 -1.121 -0.22
C 3.380 1.711 -1.814 -0.23
C 2.007 1.825 -1.808 -0.18
C 1.280 0.791 -1.069 -0.11
H -1.947 1.852 -0.207 0.22
H -1.970 1.002 -1.698 0.21
H -0.950 2.472 -1.600 0.21
H -1.114 -1.076 -0.162 0.20
H 0.995 -1.817 0.833 0.40
H 3.844 -1.035 0.182 0.21
H 5.136 0.586 -1.258 0.21
H 3.964 2.464 -2.214 0.21
H 1.442 2.665 -2.109 0.21
C -3.096 -0.873 1.789 -0.61
C -3.117 -2.247 2.262 -0.61
H -2.094 -0.449 1.898 0.21
H -3.406 -0.714 0.739 0.20
H -3.768 -0.226 2.288 0.21
H -2.773 -2.439 3.262 0.21
H -2.522 -2.928 1.635 0.20
H -4.106 -2.626 2.354 0.20
```

For the HOMO energy, the calculation gives -7.377 eV. The calculation puts the gap between HOMO and LUMO at 8.27 eV. As for the structure (SMILES): Cc1c[nH]c2ccccc12.CC. The value obtained for the maximum force is 5.728 eV/A. The value obtained for the molecular weight is 161.248 g mol⁻¹. The energy relative to the best compared isomer or geometry (same formula, charge and spin) comes out at 196.3 kJ/mol.

=====

[3]
# C11H15N

A 2-piece molecular cluster, C11H15N overall (ωB97M-V/def2-TZVPD, the Open Molecules 2025 dataset).

The geometry in XYZ format:
```
27
Properties=species:S:1:pos:R:3:nbo_charge:R:1
C -1.294 -2.464 0.380 -0.62
C -1.316 -1.135 -0.071 -0.08
C -2.408 -0.249 -0.125 -0.04
N -1.904 1.062 -0.589 -0.56
C -0.527 0.828 -0.985 0.15
C 0.160 1.657 -1.736 -0.24
C 1.417 1.252 -2.192 -0.20
C 1.985 0.091 -1.566 -0.23
C 1.208 -0.786 -0.826 -0.20
C -0.147 -0.436 -0.524 -0.09
H -0.164 -2.770 0.665 0.21
H -1.350 -3.256 -0.363 0.23
H -2.015 -2.693 1.087 0.22
H -3.260 -0.308 0.453 0.20
H -2.570 1.678 -1.048 0.40
H -0.180 2.561 -2.092 0.21
H 2.028 1.650 -2.900 0.21
H 3.107 -0.073 -1.860 0.22
H 1.564 -1.641 -0.226 0.21
C 1.442 0.798 3.575 -0.61
C 0.968 -0.273 2.690 -0.63
H 1.460 1.801 2.974 0.20
H 0.749 0.994 4.451 0.21
H 2.493 0.715 3.901 0.21
H 1.794 -0.944 2.515 0.20
H 0.607 0.070 1.746 0.22
H 0.140 -0.924 3.102 0.20
```

For the HOMO energy, the calculation gives -7.774 eV. The calculation puts the gap between HOMO and LUMO at 8.63 eV. As for the structure (SMILES): Cc1c[nH]c2ccccc12.CC. The value obtained for the maximum force is 5.985 eV/A. The value obtained for the molecular weight is 161.248 g mol⁻¹. The energy relative to the best compared isomer or geometry (same formula, charge and spin) comes out at 243.0 kJ/mol.

=====

no.,energy (eV)
1,-13140.3239
2,-13138.7569
3,-13138.2726